{"formula": "C56H124O19", "method": "wB97M-V/def2-TZVPD", "multiplicity": 1, "e_homo_ev": -9.5, "gap_ha": 0.36259, "energy_ha": -3637.323751, "smiles": "CCOC(C)=O.CCOC(C)=O.CCOC(C)=O.CCOC(C)=O.CCOC(C)=O.COCCOCCOC.COCCOCCOC.COCCOCCOC.CCCCCC.CCCCCC.CCCCCC", "lumo_ev": 0.4, "elements": ["C", "C", "C", "C", "C", "C", "H", "H", "H", "H", "H", "H", "H", "H", "H", "H", "H", "H", "H", "H", "C", "C", "C", "C", "C", "C", "H", "H", "H", "H", "H", "H", "H", "H", "H", "H", "H", "H", "H", "H", "C", "C", "C", "C", "C", "C", "H", "H", "H", "H", "H", "H", "H", "H", "H", "H", "H", "H", "H", "H", "C", "O", "C", "C", "O", "C", "C", "O", "C", "H", "H", "H", "H", "H", "H", "H", "H", "H", "H", "H", "H", "H", "H", "C", "O", "C", "C", "O", "C", "C", "O", "C", "H", "H", "H", "H", "H", "H", "H", "H", "H", "H", "H", "H", "H", "H", "C", "O", "C", "C", "O", "C", "C", "O", "C", "H", "H", "H", "H", "H", "H", "H", "H", "H", "H", "H", "H", "H", "H", "O", "C", "O", "C", "C", "C", "H", "H", "H", "H", "H", "H", "H", "H", "O", "C", "O", "C", "C", "C", "H", "H", "H", "H", "H", "H", "H", "H", "O", "C", "O", "C", "C", "C", "H", "H", "H", "H", "H", "H", "H", "H", "O", "C", "O", "C", "C", "C", "H", "H", "H", "H", "H", "H", "H", "H", "O", "C", "O", "C", "C", "C", "H", "H", "H", "H", "H", "H", "H", "H"], "xyz": [[4.04, 0.09, 3.40], [3.19, 1.37, 3.21], [3.99, 2.70, 3.39], [5.02, 3.05, 2.27], [5.77, 4.34, 2.27], [4.88, 5.52, 1.98], [4.56, -0.01, 4.35], [4.82, 0.09, 2.64], [3.52, -0.85, 3.23], [3.02, 1.37, 2.13], [2.23, 1.30, 3.73], [4.38, 2.84, 4.40], [3.24, 3.49, 3.28], [5.73, 2.23, 2.42], [4.62, 2.80, 1.29], [6.33, 4.51, 3.19], [6.49, 4.28, 1.46], [4.39, 5.38, 1.01], [4.11, 5.53, 2.75], [5.36, 6.50, 1.99], [6.48, -4.60, 5.03], [5.46, -5.42, 4.17], [5.21, -5.11, 2.66], [4.04, -5.88, 2.14], [3.46, -5.41, 0.74], [2.78, -4.02, 0.65], [6.45, -3.53, 4.81], [7.50, -4.96, 4.86], [6.27, -4.81, 6.08], [5.69, -6.49, 4.18], [4.58, -5.56, 4.79], [6.15, -5.33, 2.15], [5.01, -4.04, 2.68], [4.20, -6.96, 2.10], [3.17, -5.75, 2.78], [4.35, -5.34, 0.12], [2.90, -6.10, 0.11], [2.13, -4.14, 1.51], [3.51, -3.22, 0.81], [2.14, -3.81, -0.21], [5.44, -0.32, -0.07], [6.03, -0.40, -1.42], [7.03, -1.70, -1.34], [7.86, -1.97, -2.68], [6.94, -2.43, -3.82], [7.61, -3.16, -4.91], [5.10, 0.67, 0.26], [6.14, -0.54, 0.74], [4.62, -1.04, -0.01], [5.30, -0.65, -2.19], [6.58, 0.51, -1.67], [6.40, -2.57, -1.14], [7.78, -1.72, -0.55], [8.49, -1.15, -3.03], [8.53, -2.82, -2.52], [6.02, -2.94, -3.56], [6.59, -1.46, -4.16], [8.40, -2.54, -5.34], [8.11, -4.04, -4.50], [6.89, -3.44, -5.68], [-3.98, 6.49, -4.09], [-4.10, 5.09, -4.08], [-4.00, 4.48, -2.79], [-3.33, 3.06, -2.76], [-1.85, 3.17, -2.82], [-1.22, 1.87, -2.92], [0.30, 2.14, -2.98], [0.97, 2.00, -1.73], [0.63, 3.00, -0.67], [-4.26, 6.81, -5.10], [-2.98, 6.85, -3.88], [-4.63, 6.99, -3.37], [-5.00, 4.49, -2.37], [-3.53, 5.17, -2.08], [-3.66, 2.41, -3.57], [-3.47, 2.62, -1.77], [-1.37, 1.60, -3.97], [-1.46, 1.16, -2.13], [0.49, 3.15, -3.34], [0.73, 1.37, -3.62], [0.66, 4.04, -1.01], [1.19, 2.90, 0.25], [-0.41, 2.84, -0.39], [-8.93, 3.70, -0.41], [-9.00, 2.49, 0.29], [-7.74, 2.00, 0.81], [-7.72, 0.42, 0.93], [-6.57, 0.08, 1.71], [-6.42, -1.30, 1.97], [-5.66, -2.02, 0.85], [-5.64, -3.39, 1.17], [-5.27, -4.31, 0.07], [-8.32, 4.48, 0.05], [-9.97, 4.04, -0.37], [-8.59, 3.40, -1.39], [-7.60, 2.38, 1.83], [-6.90, 2.41, 0.24], [-7.91, -0.17, 0.04], [-8.60, 0.21, 1.54], [-7.42, -1.71, 2.10], [-5.87, -1.30, 2.91], [-4.69, -1.57, 0.63], [-6.24, -1.87, -0.06], [-6.20, -4.64, -0.40], [-4.93, -5.28, 0.43], [-4.67, -3.85, -0.71], [-4.82, 2.29, 3.76], [-4.75, 2.63, 2.36], [-4.41, 3.97, 2.07], [-4.24, 4.38, 0.61], [-4.06, 5.79, 0.42], [-2.78, 6.26, 0.91], [-2.36, 7.58, 0.25], [-2.17, 7.41, -1.12], [-0.83, 7.04, -1.56], [-5.45, 2.97, 4.34], [-3.83, 2.27, 4.21], [-5.26, 1.29, 3.77], [-3.49, 4.24, 2.57], [-5.24, 4.53, 2.50], [-5.22, 4.06, 0.27], [-3.47, 3.80, 0.11], [-2.01, 5.54, 0.65], [-2.72, 6.37, 1.99], [-1.43, 7.87, 0.72], [-3.04, 8.39, 0.51], [-0.05, 7.61, -1.06], [-0.80, 7.04, -2.65], [-0.67, 6.00, -1.27], [6.24, 0.99, -4.65], [5.04, 1.35, -4.59], [4.66, 2.68, -4.59], [5.68, 3.67, -4.68], [5.46, 4.42, -5.96], [3.94, 0.28, -4.42], [6.70, 3.30, -4.85], [5.62, 4.22, -3.74], [6.23, 5.17, -6.14], [4.55, 5.03, -5.92], [5.31, 3.87, -6.89], [4.47, -0.60, -4.06], [3.41, 0.10, -5.35], [3.37, 0.78, -3.64], [-2.01, -3.35, -0.03], [-2.21, -3.85, 1.06], [-1.88, -5.08, 1.39], [-1.59, -6.01, 0.32], [-0.09, -5.96, 0.06], [-2.55, -3.08, 2.35], [-2.17, -5.96, -0.61], [-1.75, -6.93, 0.87], [0.44, -5.98, 1.01], [0.21, -5.14, -0.59], [0.34, -6.83, -0.43], [-3.31, -3.64, 2.90], [-2.76, -2.03, 2.16], [-1.54, -3.12, 2.77], [-1.16, -0.26, 2.03], [-1.32, -0.04, 0.82], [-0.40, -0.16, -0.10], [0.86, -0.66, 0.26], [1.49, -1.08, -1.02], [-2.67, 0.42, 0.38], [0.82, -1.65, 0.74], [1.53, 0.05, 0.75], [2.50, -1.40, -0.76], [1.60, -0.32, -1.79], [1.04, -1.97, -1.45], [-3.30, 0.23, 1.25], [-3.10, -0.01, -0.52], [-2.74, 1.50, 0.20], [-2.93, -4.79, -3.40], [-1.90, -4.42, -4.02], [-1.46, -4.61, -5.24], [-2.27, -5.20, -6.24], [-2.59, -6.67, -5.95], [-0.95, -3.71, -3.13], [-1.76, -5.18, -7.20], [-3.17, -4.60, -6.32], [-1.77, -7.32, -6.25], [-3.50, -7.06, -6.38], [-2.75, -6.83, -4.88], [-1.39, -2.83, -2.67], [-0.01, -3.40, -3.59], [-0.65, -4.32, -2.27], [-2.41, -1.55, 6.64], [-2.88, -0.71, 5.94], [-4.16, -0.68, 5.49], [-5.09, -1.62, 5.92], [-5.70, -1.40, 7.30], [-2.13, 0.46, 5.43], [-4.67, -2.62, 6.02], [-5.84, -1.69, 5.14], [-6.12, -0.40, 7.35], [-5.18, -1.65, 8.22], [-6.61, -2.01, 7.34], [-1.93, 0.31, 4.37], [-1.13, 0.62, 5.82], [-2.75, 1.34, 5.62]], "lowdin_charge": [-0.105, -0.230, -0.196, -0.239, -0.282, -0.116, 0.069, 0.035, 0.064, 0.072, 0.102, 0.110, 0.087, 0.099, 0.102, 0.111, 0.106, 0.074, 0.064, 0.071, -0.095, -0.263, -0.215, -0.213, -0.245, -0.107, 0.061, 0.059, 0.062, 0.094, 0.094, 0.117, 0.103, 0.112, 0.101, 0.086, 0.086, 0.065, 0.056, 0.050, -0.146, -0.216, -0.151, -0.191, -0.328, -0.126, 0.055, 0.072, 0.056, 0.073, 0.108, 0.094, 0.092, 0.111, 0.093, 0.111, 0.073, 0.079, 0.073, 0.075, -0.113, -0.178, -0.171, -0.102, -0.181, -0.169, -0.182, -0.224, -0.032, 0.088, 0.072, 0.090, 0.119, 0.098, 0.123, 0.088, 0.123, 0.114, 0.127, 0.113, 0.068, 0.080, 0.067, -0.120, -0.205, -0.148, -0.156, -0.163, -0.164, -0.204, -0.190, -0.052, 0.083, 0.090, 0.091, 0.119, 0.100, 0.121, 0.117, 0.129, 0.110, 0.101, 0.119, 0.078, 0.085, 0.087, -0.060, -0.200, -0.216, -0.190, -0.112, -0.176, -0.212, -0.195, -0.054, 0.091, 0.061, 0.078, 0.116, 0.131, 0.113, 0.105, 0.118, 0.122, 0.117, 0.128, 0.086, 0.086, 0.059, 0.035, -0.435, -0.023, -0.230, -0.085, 0.034, 0.113, 0.130, 0.078, 0.071, 0.085, 0.057, 0.093, 0.076, 0.082, -0.549, -0.010, -0.180, -0.076, 0.045, 0.123, 0.122, 0.079, 0.049, 0.081, 0.092, 0.058, 0.098, 0.059, -0.525, 0.015, -0.208, -0.069, 0.028, 0.125, 0.124, 0.057, 0.065, 0.071, 0.079, 0.093, 0.065, 0.047, -0.508, 0.020, -0.207, -0.064, 0.003, 0.121, 0.125, 0.074, 0.079, 0.066, 0.088, 0.081, 0.059, 0.130, -0.532, -0.025, -0.257, -0.067, 0.021, 0.120, 0.111, 0.075, 0.079, 0.073, 0.077, 0.095, 0.074]}